C29H32BF3O2 as an isolated structure in a non-equilibrium geometry, computed with ωB97M-V/def2-TZVPD.

```
67
C29H32BF3O2 ωB97M-V/def2-TZVPD
C 0.127 3.082 -2.744
C 1.504 2.785 -2.128
C 2.660 3.014 -3.076
C 1.766 3.305 -0.638
C 3.054 4.060 -0.307
C 0.579 4.048 -0.080
O 1.932 2.084 0.174
B 1.798 1.053 -0.683
C -2.853 -0.885 0.665
C -2.829 -0.796 2.065
C -2.914 -1.922 2.870
C -2.949 -3.175 2.278
C -2.970 -4.384 3.178
F -3.986 -5.248 2.883
F -1.787 -5.081 3.065
F -3.100 -4.045 4.498
C -2.913 -3.312 0.894
C -2.824 -2.165 0.082
C -3.119 0.306 -0.118
C -2.981 0.462 -1.634
C -4.331 0.261 -1.049
O 1.512 1.333 -1.989
H -0.040 4.138 -2.995
H -0.021 2.531 -3.685
H -0.697 2.781 -2.081
H 2.764 4.069 -3.346
H 3.576 2.668 -2.579
H 2.524 2.419 -3.989
H 3.245 5.000 -0.840
H 3.025 4.314 0.772
H 3.931 3.413 -0.426
H 0.468 4.992 -0.628
H -0.353 3.469 -0.155
H 0.754 4.255 0.986
H -2.705 0.188 2.525
H -2.949 -1.841 3.953
H -2.974 -4.310 0.461
H -2.693 -2.225 -0.998
H -3.030 1.261 0.440
H -2.785 1.471 -2.028
H -2.474 -0.350 -2.162
H -4.826 -0.717 -1.180
H -5.033 1.104 -1.039
C 0.289 -0.229 -0.257
C 1.386 -1.065 -0.943
C 1.315 -1.752 -2.167
C 2.461 -2.276 -2.779
C 3.731 -2.151 -2.182
C 3.831 -1.607 -0.895
C 2.693 -1.050 -0.301
C 0.250 -0.692 1.178
C 0.333 -2.082 1.461
C 0.575 -2.560 2.737
C 0.663 -1.666 3.810
C 0.463 -0.302 3.575
C 0.268 0.182 2.280
H -0.620 0.004 -0.812
H 0.331 -1.832 -2.640
H 2.369 -2.794 -3.745
H 4.626 -2.464 -2.724
H 4.791 -1.593 -0.361
H 2.787 -0.640 0.708
H 0.236 -2.790 0.627
H 0.671 -3.644 2.899
H 0.884 -2.046 4.802
H 0.453 0.390 4.422
H 0.130 1.250 2.095
```

Output
Gap between HOMO and LUMO: 7.59 eV
Energy above the lowest of the compared OMol25 structures with the same formula, charge and spin: 3.8 kcal per mole

A 6-piece molecular cluster, H12O6 overall, computed with ωB97M-V/def2-TZVPD.

```
18
H12O6 ωB97M-V/def2-TZVPD
O -3.187 0.152 -0.125
H -3.290 0.118 -1.081
H -2.236 0.296 0.014
O 1.396 1.725 1.677
H 1.093 1.659 2.590
H 2.165 2.304 1.717
O -0.278 0.198 -0.237
H 0.109 0.712 -0.970
H 0.262 0.437 0.534
O -0.201 -2.068 1.427
H -0.197 -1.709 2.321
H -0.583 -1.365 0.863
O -0.192 -2.975 -1.236
H 0.097 -3.056 -0.313
H -0.182 -2.026 -1.402
O 1.429 1.646 -2.011
H 2.303 1.345 -1.735
H 1.491 2.608 -2.032
```

Output
Gap between HOMO and LUMO: 10.31 eV
Energy above the lowest of the compared OMol25 structures with the same formula, charge and spin: 25.4 kcal per mole

A 5-piece molecular cluster, C38H41BN2O21P2S2 overall in a non-equilibrium geometry, computed with ωB97M-V/def2-TZVPD.

```
107
C38H41BN2O21P2S2 ωB97M-V/def2-TZVPD
C 4.461 -3.353 0.998
C 3.135 -2.647 0.425
P 3.305 -1.517 -1.046
C 4.151 -2.477 -2.417
C 4.066 -4.101 -2.262
C 4.005 0.223 -0.717
B 5.637 0.052 -0.452
C 6.621 1.316 -0.042
O 6.330 -1.221 -0.506
C 3.409 0.711 0.707
S 4.340 -0.021 2.183
P 1.508 0.479 0.878
N 1.047 0.767 2.410
C 3.616 2.315 0.993
S 3.101 3.248 -0.497
O 1.709 3.800 -0.198
O 3.982 4.491 -0.568
O 2.983 2.368 -1.866
C 3.663 1.121 -1.994
O 2.748 0.333 -2.830
C 4.919 1.365 -3.005
C 5.202 0.337 -4.160
C 6.420 0.617 -5.099
C 7.210 1.916 -4.815
N 6.958 2.894 -3.812
C 5.862 2.590 -2.957
H 4.878 -2.871 1.957
H 4.147 -4.422 1.320
H 5.285 -3.520 0.212
H 2.625 -2.141 1.331
H 2.413 -3.504 0.135
H 5.236 -2.208 -2.642
H 3.563 -2.263 -3.391
H 4.947 -4.539 -1.691
H 4.085 -4.574 -3.310
H 3.043 -4.386 -1.811
H 6.971 1.236 1.047
H 6.093 2.307 -0.265
H 7.525 1.242 -0.748
H 7.025 -1.086 -1.202
H 3.461 0.090 3.266
H 1.056 -0.836 0.568
H 0.863 1.370 -0.055
H 0.577 -0.062 2.801
H 2.859 2.549 1.838
H 4.642 2.557 1.419
H 2.591 0.833 -3.664
H 4.581 -0.588 -4.362
H 6.746 -0.056 -5.952
H 8.097 2.127 -5.522
H 5.660 3.351 -2.113
O -1.392 2.152 3.457
C -1.476 2.580 4.593
C -2.675 2.403 5.418
C -2.730 2.905 6.654
O -3.835 2.747 7.433
C -1.585 3.662 7.236
O -1.678 4.123 8.362
C -0.377 3.818 6.420
C -0.321 3.313 5.185
O 0.793 3.445 4.415
H -3.500 1.853 4.983
H -3.626 3.199 8.274
H 0.453 4.354 6.860
H 0.582 2.994 3.569
O -3.444 -0.805 5.204
C -3.473 -1.523 4.220
C -4.706 -2.164 3.751
C -4.695 -2.957 2.679
O -5.833 -3.556 2.231
C -3.439 -3.224 1.924
O -3.463 -3.969 0.959
C -2.210 -2.565 2.377
C -2.221 -1.768 3.447
O -1.087 -1.149 3.876
H -5.610 -1.964 4.310
H -5.562 -4.075 1.449
H -1.309 -2.753 1.809
H -1.354 -0.633 4.663
O -3.830 0.133 1.810
C -4.273 0.663 0.805
C -5.701 0.654 0.476
C -6.144 1.231 -0.644
O -7.467 1.233 -0.962
C -5.211 1.898 -1.596
O -5.651 2.398 -2.618
C -3.785 1.928 -1.255
C -3.343 1.354 -0.134
O -2.024 1.375 0.198
H -6.368 0.165 1.174
H -7.528 1.707 -1.816
H -3.121 2.430 -1.945
H -1.961 0.895 1.049
O -5.155 -4.156 -5.741
C -5.495 -3.048 -5.364
C -4.528 -1.982 -5.082
C -4.940 -0.787 -4.654
O -4.055 0.214 -4.391
C -6.385 -0.493 -4.446
O -6.720 0.605 -4.036
C -7.355 -1.550 -4.750
C -6.944 -2.744 -5.181
O -7.831 -3.735 -5.471
H -3.482 -2.210 -5.236
H -4.599 0.974 -4.097
H -8.402 -1.317 -4.611
H -7.287 -4.495 -5.759
```

Output
Gap between HOMO and LUMO: 6.00 eV